1.
Below is a molecular structure, C2HO3Tl in a non-equilibrium geometry, with properties calculated with ωB97M-V with the def2-TZVPD basis set.

CARTESIAN COORDINATES (ANGSTROEM)
1 O -1.88189 1.30984 0.29935
2 H -2.44469 1.22879 -0.48276
3 O 0.94534 -1.05893 0.19753
4 O 1.62380 -0.70368 -1.09267
5 C -0.08401 -0.29994 0.43045
6 C -1.17542 0.21288 0.51331
7 Tl 3.01687 -0.68896 0.13480

Total charge = +2
LUMO energy (alpha / beta) = -13.646 / -13.892 eV
Energy relative to the best compared isomer or geometry (same formula, charge and spin) = 268.5 kJ/mol
HOMO-LUMO gap (alpha / beta) = 7.8331 / 7.1097 eV



2.
Below is 4 unconnected molecules or ions with the total composition C14H19Cl2F9O6 in a non-equilibrium geometry, with properties calculated with ωB97M-V with the def2-TZVPD basis set.

CARTESIAN COORDINATES (ANGSTROEM)
1 C -1.34621 2.29292 -5.44757
2 C -0.78918 1.57004 -6.64668
3 O -1.23313 0.25746 -6.61709
4 C -1.23156 -0.51067 -7.72886
5 O -0.78562 -0.22918 -8.86130
6 C -1.62024 -1.97124 -7.49559
7 F -2.54014 -2.00967 -6.46235
8 F -2.20453 -2.41215 -8.60686
9 F -0.50929 -2.70044 -7.22398
10 H -0.84344 1.93284 -4.54999
11 H -2.40044 2.04025 -5.33422
12 H -1.38915 3.37969 -5.51953
13 H 0.29769 1.63972 -6.60253
14 H -1.27684 1.90278 -7.56296
15 C 2.70094 -1.31459 2.40517
16 C 2.64194 -0.17112 3.46818
17 O 3.91465 0.20972 3.88571
18 C 3.89926 1.09766 4.95647
19 O 2.96409 1.86792 5.30552
20 C 5.24268 1.05559 5.71497
21 F 4.99098 0.91403 6.99473
22 F 5.98401 -0.00855 5.35542
23 F 5.94413 2.19642 5.53462
24 H 3.34546 -0.95338 1.60377
25 H 1.68101 -1.54693 2.09882
26 H 3.21671 -2.15821 2.86387
27 H 1.93918 -0.45472 4.25164
28 H 2.27585 0.75225 3.01932
29 C -0.51450 1.72503 2.95262
30 C -1.86052 1.16813 3.56198
31 O -1.82300 -0.21327 3.95753
32 C -2.12883 -1.14867 3.10499
33 O -2.61168 -0.94303 1.99624
34 C -1.80816 -2.60951 3.56868
35 F -2.93479 -3.36690 3.66385
36 F -0.99751 -3.25540 2.72525
37 F -1.17875 -2.60918 4.72765
38 H -0.26668 1.26823 1.99448
39 H 0.34237 1.52149 3.59484
40 H -0.60685 2.79817 2.78547
41 H -2.72627 1.49207 2.98435
42 H -1.84961 1.72128 4.50113
43 Cl 0.15541 -1.62803 -0.22120
44 C -1.32100 -1.30315 -1.22607
45 C -1.89227 0.19123 -1.00679
46 Cl -0.73598 1.44179 -1.64929
47 H -2.06854 -2.07152 -1.02886
48 H -1.05640 -1.57592 -2.24767
49 H -2.14941 0.48179 0.01182
50 H -2.83579 0.24669 -1.54974

Total charge = -1
LUMO energy (alpha / beta) = 1.807 / 1.807 eV
Spin multiplicity = 2
Expectation value of S² = 0.753
HOMO-LUMO gap (alpha / beta) = 1.7730 / 6.5056 eV



3.
Below is 12 unconnected molecules or ions with the total composition C36H98O38P2S10 in a non-equilibrium geometry, with properties calculated with ωB97M-V with the def2-TZVPD basis set.

CARTESIAN COORDINATES (ANGSTROEM)
1 C 5.79058 2.08417 0.83508
2 C 5.55263 0.93827 -0.08069
3 O 6.13687 1.28546 -1.36452
4 S 6.04012 0.26763 -2.52524
5 C 6.90036 1.22120 -3.76294
6 O 6.71845 -0.93505 -2.17555
7 O 4.66030 0.20610 -2.99161
8 H 6.81400 2.15797 1.10600
9 H 5.22526 1.94180 1.78632
10 H 5.46817 3.00753 0.34964
11 H 6.05867 0.01858 0.10647
12 H 4.49366 0.81002 -0.28344
13 H 7.98216 1.16963 -3.68885
14 H 6.62596 2.29325 -3.68038
15 H 6.58695 0.80019 -4.72120
16 C 0.08958 -1.31884 -3.13096
17 C -0.60645 -1.94146 -4.28516
18 O -0.21031 -3.34684 -4.26042
19 S -1.14723 -4.46344 -4.78433
20 C -0.60462 -4.71901 -6.46416
21 O -0.83465 -5.66844 -4.08250
22 O -2.47468 -3.92794 -4.86231
23 H -0.21255 -1.77408 -2.16299
24 H -0.37898 -0.34454 -3.12027
25 H 1.17769 -1.33610 -3.26786
26 H -1.73383 -1.90387 -4.21579
27 H -0.25204 -1.55759 -5.26704
28 H 0.38433 -5.11613 -6.49884
29 H -0.68620 -3.77353 -6.86435
30 H -1.32141 -5.28384 -6.96849
31 C -0.75400 2.37918 -1.25898
32 C -0.88809 1.54829 0.06570
33 O 0.35987 1.66179 0.83793
34 S 1.47770 0.67704 0.40225
35 C 0.83876 -0.92993 0.82584
36 O 1.65578 0.70043 -1.03774
37 O 2.59827 1.03175 1.24928
38 H -1.73100 2.63245 -1.70934
39 H -0.23363 1.87774 -2.04647
40 H -0.15976 3.31816 -1.03186
41 H -1.64496 2.10781 0.66292
42 H -1.23059 0.51019 -0.11755
43 H 0.11294 -1.14189 0.09991
44 H 0.38084 -0.89931 1.81657
45 H 1.66190 -1.62895 0.78319
46 C 2.42046 3.80859 3.46422
47 C 0.91301 3.85227 3.23835
48 O 0.29743 4.93933 3.98090
49 S -1.11195 4.68371 4.67304
50 C -0.66366 3.91949 6.22083
51 O -1.67320 5.97928 4.98180
52 O -1.83701 3.75097 3.89009
53 H 2.95268 3.05163 2.87661
54 H 2.65651 3.83494 4.54282
55 H 2.87958 4.73780 3.15849
56 H 0.69719 4.06153 2.09908
57 H 0.51139 2.89505 3.61759
58 H -0.12817 4.49862 6.88101
59 H -0.25787 2.98188 5.90884
60 H -1.66996 3.77232 6.68598
61 C -5.31197 -3.08458 2.93682
62 C -4.86345 -2.14078 1.79696
63 O -4.55881 -0.81829 2.48097
64 S -3.01859 -0.80459 2.91265
65 C -2.91204 0.74520 3.74355
66 O -2.81703 -1.85411 3.87963
67 O -2.25659 -0.81968 1.66916
68 H -6.17276 -2.64973 3.45359
69 H -4.54446 -3.56169 3.60045
70 H -5.78275 -3.91632 2.35930
71 H -3.89226 -2.50356 1.34306
72 H -5.57498 -1.97994 0.99589
73 H -1.97221 1.20669 3.46793
74 H -2.99398 0.45091 4.80380
75 H -3.72789 1.42789 3.56257
76 C -0.87178 5.72419 0.49108
77 C -2.29098 5.89734 0.95149
78 O -3.17642 5.19312 -0.01034
79 S -4.19284 4.10725 0.53116
80 C -5.33536 5.15043 1.33089
81 O -4.74601 3.63314 -0.71027
82 O -3.54350 3.24521 1.52596
83 H -0.68260 4.64301 0.50103
84 H -0.22631 6.09573 1.19474
85 H -0.60715 6.13727 -0.49087
86 H -2.48753 5.33528 1.91055
87 H -2.68858 6.92909 0.97112
88 H -4.84961 5.37629 2.30661
89 H -6.30379 4.66925 1.47828
90 H -5.45917 6.05451 0.76152
91 C -0.54507 -3.44099 2.65732
92 C 0.39447 -4.67900 2.74846
93 O 1.63288 -4.43993 1.99730
94 S 2.87523 -3.82046 2.69495
95 C 4.03781 -5.14353 2.68599
96 O 3.26105 -2.84354 1.70783
97 O 2.59574 -3.35339 4.04219
98 H -0.18647 -2.68614 3.38979
99 H -1.58290 -3.64027 2.77092
100 H -0.42078 -2.90866 1.70871
101 H 0.64351 -4.80287 3.82420
102 H -0.10638 -5.58707 2.28077
103 H 4.33391 -5.24517 1.62709
104 H 3.54745 -5.98667 3.17612
105 H 4.88806 -4.84981 3.22595
106 C -2.55924 -3.39066 -1.15971
107 C -3.23754 -2.41947 -2.08740
108 O -4.48814 -2.11498 -1.42679
109 S -5.32451 -0.77425 -1.59460
110 C -4.28573 0.40738 -0.80983
111 O -5.39859 -0.44163 -2.98885
112 O -6.50869 -1.01851 -0.86812
113 H -2.24011 -2.84985 -0.26392
114 H -1.57585 -3.74012 -1.57502
115 H -3.01245 -4.33086 -0.70187
116 H -2.75876 -1.47157 -2.21697
117 H -3.50366 -2.83145 -3.11825
118 H -4.05683 0.14839 0.26834
119 H -4.78499 1.34194 -0.77099
120 H -3.32147 0.47776 -1.30568
121 C 1.97175 1.43990 -5.13314
122 C 1.86658 2.60241 -4.19305
123 O 3.08973 3.37228 -4.19428
124 S 3.10569 4.55131 -3.16140
125 C 3.66028 3.63261 -1.77038
126 O 4.11629 5.40138 -3.64943
127 O 1.83140 5.12590 -2.84773
128 H 2.00393 1.81535 -6.17989
129 H 1.15232 0.82814 -4.95054
130 H 2.90256 0.89137 -4.91184
131 H 1.09987 3.21520 -4.50870
132 H 1.74093 2.19304 -3.16532
133 H 2.90437 2.83486 -1.66439
134 H 3.68338 4.25476 -0.87569
135 H 4.60750 3.15792 -2.00952
136 C 1.22761 -7.05725 0.04143
137 C 1.89093 -6.58655 -1.23431
138 O 2.45673 -5.24540 -1.03746
139 S 3.77530 -4.75477 -1.77748
140 C 3.59796 -2.98869 -1.45708
141 O 4.91033 -5.23060 -1.00530
142 O 3.66152 -5.09840 -3.14864
143 H 0.57830 -7.86272 -0.25881
144 H 0.50554 -6.24152 0.35553
145 H 1.89518 -7.50219 0.88478
146 H 2.61615 -7.31756 -1.57042
147 H 1.07485 -6.54976 -2.00669
148 H 3.60778 -2.76688 -0.38324
149 H 2.74720 -2.65364 -2.03878
150 H 4.45348 -2.44105 -1.82714
151 C -4.29286 2.77159 -3.55127
152 O -4.18753 1.98838 -4.75956
153 P -2.85771 1.14173 -4.91751
154 O -2.42866 0.46458 -3.68274
155 O -3.04939 0.16634 -6.12285
156 C -3.72262 -1.02875 -5.73508
157 O -1.82087 2.19373 -5.45281
158 C -2.23797 2.85916 -6.68109
159 H -3.52465 2.45068 -2.89803
160 H -5.29973 2.65816 -3.13329
161 H -4.02733 3.79807 -3.80429
162 H -4.39509 -0.81667 -4.84356
163 H -3.00754 -1.80469 -5.45320
164 H -4.30402 -1.30179 -6.58281
165 H -1.92733 3.96385 -6.55533
166 H -3.29143 2.93518 -6.70538
167 H -1.78689 2.45697 -7.59017
168 C 1.34251 1.00027 8.26380
169 O 0.56864 0.12258 7.46498
170 P 0.78008 -0.04861 5.91387
171 O 0.08251 0.90670 5.06236
172 O 2.36690 -0.06859 5.96408
173 C 3.18083 0.10093 4.77731
174 O 0.15533 -1.51197 5.69972
175 C 0.65875 -2.66442 6.35725
176 H 0.67553 1.31574 9.10047
177 H 1.74517 1.90710 7.74589
178 H 2.23895 0.45205 8.61588
179 H 3.49400 -0.85450 4.35055
180 H 4.09934 0.68801 5.06352
181 H 2.58360 0.65505 4.05013
182 H 1.71976 -2.58170 6.34351
183 H 0.32864 -3.55505 5.88309
184 H 0.28191 -2.63592 7.38934

LUMO energy = 0.224 eV
HOMO-LUMO gap = 10.6612 eV
SMILES = CCOS(C)(=O)=O.CCOS(C)(=O)=O.CCOS(C)(=O)=O.CCOS(C)(=O)=O.CCOS(C)(=O)=O.CCOS(C)(=O)=O.CCOS(C)(=O)=O.CCOS(C)(=O)=O.CCOS(C)(=O)=O.CCOS(C)(=O)=O.COP(=O)(OC)OC.COP(=O)(OC)OC